No. 1
CH2N2O2S | ωB97M-V/def2-TZVPD

Lowest unoccupied orbital energy (alpha / beta) = -1.9 / -1.8 eV
Spin multiplicity = 1
HOMO-LUMO gap (alpha / beta) = 6.477 / 6.601 eV
Energy = -18974.6503 eV
HOMO level (alpha / beta) = -8.33 / -8.38 eV
ΔE to the lowest compared entry with this formula, charge and spin = 6.678 eV

Positions of all 8 atoms, in Å:
1 C 0.53 -0.19 0.39
2 N -1.20 -0.34 1.92
3 N -0.16 0.16 1.38
4 O 1.61 -0.40 0.02
5 O -0.21 0.63 -1.06
6 S 0.79 0.39 -2.15
7 H -1.43 0.27 2.67
8 H 0.07 -0.52 -3.16

***

No. 2
CH2N2O2S | ωB97M-V/def2-TZVPD

Lowest unoccupied orbital energy (alpha / beta) = -1.1 / -0.8 eV
Spin multiplicity = 1
HOMO-LUMO gap (alpha / beta) = 9.090 / 8.347 eV
Energy = -18974.5914 eV
HOMO level (alpha / beta) = -10.21 / -9.10 eV
ΔE to the lowest compared entry with this formula, charge and spin = 6.737 eV

Positions of all 8 atoms, in Å:
1 C -0.50 0.10 1.09
2 N 0.60 -0.11 1.57
3 N -0.75 0.39 -0.24
4 O 1.38 -1.71 -1.66
5 O 0.42 0.73 -1.05
6 S 1.71 -0.36 -1.24
7 H -1.34 -0.10 1.77
8 H -1.51 1.07 -0.25